(1)
Entry from OMol25: the molecule C24H29F2N4O3PS (ωB97M-V/def2-TZVPD).

Its molecular weight is 522.56 Da. For the highest occupied orbital energy, the calculation gives -7.968 eV. Its LUMO energy is 0.47 eV. The calculation puts the orbital gap at 8.435 eV. The SMILES is CCN(CC)[P@@](=O)(Nc1ccc(SC(F)F)cc1)c1ccc(N(C)C)cc1NC(=O)c1ccco1. The value obtained for the energy relative to the best compared isomer or geometry (same formula, charge and spin) is 0.0 kcal per mole.

ORCA input file:
```
! wB97M-V def2-TZVPD RIJCOSX def2/J DEFGRID3
* xyz 0 1
C -3.05 -2.18 -3.08
C -3.09 -0.99 -2.13
N -3.20 -1.40 -0.74
C -4.50 -1.74 -0.21
C -5.33 -0.51 0.16
P -1.90 -1.28 0.29
O -2.14 -1.98 1.56
N -0.66 -2.09 -0.57
C 0.58 -1.68 -1.03
C 1.66 -2.57 -0.96
C 2.92 -2.17 -1.34
C 3.12 -0.88 -1.80
S 4.77 -0.35 -2.22
C 5.09 0.68 -0.74
F 5.47 1.92 -1.09
F 6.11 0.17 -0.02
C 2.05 -0.02 -1.94
C 0.78 -0.42 -1.57
C -1.39 0.45 0.46
C -2.16 1.51 -0.03
C -1.73 2.81 0.09
C -0.51 3.12 0.71
N -0.06 4.40 0.81
C -0.91 5.51 0.48
C 1.29 4.68 1.24
C 0.24 2.05 1.25
C -0.20 0.75 1.12
N 0.55 -0.32 1.63
C 1.91 -0.41 1.58
O 2.64 0.48 1.20
C 2.43 -1.71 2.01
C 3.73 -2.15 2.08
C 3.66 -3.50 2.50
C 2.34 -3.78 2.65
O 1.58 -2.71 2.36
H -2.20 -2.81 -2.84
H -2.96 -1.83 -4.10
H -3.96 -2.77 -2.99
H -3.93 -0.34 -2.39
H -2.17 -0.42 -2.24
H -5.04 -2.35 -0.95
H -4.33 -2.34 0.68
H -5.51 0.12 -0.71
H -4.81 0.06 0.92
H -6.29 -0.83 0.56
H -0.67 -3.05 -0.24
H 1.50 -3.57 -0.57
H 3.75 -2.85 -1.27
H 4.19 0.73 -0.11
H 2.21 0.98 -2.33
H -0.04 0.27 -1.68
H -3.09 1.30 -0.52
H -2.35 3.59 -0.32
H -0.48 6.42 0.89
H -1.90 5.38 0.93
H -1.02 5.64 -0.60
H 1.39 4.64 2.33
H 1.99 3.96 0.80
H 1.58 5.67 0.90
H 1.15 2.23 1.77
H 0.02 -1.14 1.90
H 4.60 -1.57 1.86
H 4.49 -4.16 2.66
H 1.83 -4.67 2.95
*
```


(2)
Entry from OMol25: a structure of composition C24H54O4PSn (ωB97M-V/def2-TZVPD).

Its molecular weight is 556.38 Da. For the highest occupied orbital energy, the calculation gives -2.386 eV. Its LUMO energy is 2.27 eV. The calculation puts the orbital gap at 4.654 eV.

ORCA input file:
```
! wB97M-V def2-TZVPD RIJCOSX def2/J DEFGRID3
* xyz -1 1
C -2.05 1.78 -5.30
C -1.53 1.11 -4.04
C -1.64 2.00 -2.80
C -1.46 1.28 -1.47
O -0.50 0.28 -1.63
C 0.29 -0.05 -0.50
C 1.59 -0.61 -1.08
C 2.88 0.22 -0.99
C 4.14 -0.61 -1.13
P 2.86 1.54 -2.24
O 1.64 2.37 -2.06
O 4.26 2.23 -2.09
C 4.43 3.68 -1.81
C 5.35 4.29 -2.81
O 2.97 0.79 -3.64
C 4.14 0.84 -4.52
C 3.84 0.05 -5.74
H -1.95 1.14 -6.15
H -3.13 2.00 -5.20
H -1.54 2.73 -5.49
H -2.13 0.21 -3.84
H -0.49 0.80 -4.19
H -0.89 2.78 -2.83
H -2.68 2.46 -2.80
H -1.12 1.99 -0.69
H -2.42 0.80 -1.18
H 0.53 0.89 0.09
H 1.65 -1.39 -0.34
H 1.53 -1.16 -2.04
H 2.94 0.71 0.00
H 4.20 -1.38 -0.34
H 4.19 -1.10 -2.08
H 5.05 0.03 -1.02
H 3.45 4.15 -1.82
H 4.88 3.71 -0.78
H 5.54 5.33 -2.49
H 6.36 3.81 -2.80
H 4.92 4.23 -3.77
H 4.32 1.91 -4.81
H 5.00 0.39 -3.99
H 4.72 0.13 -6.46
H 3.69 -1.00 -5.52
H 2.95 0.45 -6.21
H -0.48 -0.52 0.68
Sn -1.59 -1.25 2.31
C -2.05 -0.06 4.23
C -2.93 1.16 3.96
C -2.84 2.17 5.12
C -3.67 3.42 4.85
C -3.73 -2.02 2.14
C -3.90 -2.81 0.83
C -4.41 -1.97 -0.34
C -4.33 -2.71 -1.64
C -0.81 -3.08 3.43
C 0.53 -2.82 4.10
C 1.27 -4.13 4.39
C 2.65 -3.89 5.02
H -2.48 -0.75 4.96
H -1.02 0.24 4.52
H -2.65 1.64 3.02
H -3.97 0.84 3.83
H -3.24 1.68 6.02
H -1.79 2.45 5.26
H -3.58 4.11 5.69
H -3.32 3.95 3.95
H -4.73 3.19 4.71
H -3.94 -2.65 3.02
H -4.34 -1.11 2.18
H -2.96 -3.31 0.56
H -4.60 -3.65 1.00
H -5.46 -1.71 -0.12
H -3.81 -1.02 -0.40
H -4.80 -2.12 -2.45
H -3.29 -2.88 -1.97
H -4.85 -3.67 -1.63
H -1.58 -3.40 4.13
H -0.73 -3.79 2.59
H 1.15 -2.16 3.51
H 0.37 -2.29 5.06
H 0.67 -4.72 5.10
H 1.40 -4.68 3.45
H 3.15 -4.84 5.21
H 3.30 -3.32 4.35
H 2.58 -3.36 5.97
*
```


(3)
Entry from OMol25: the molecule C7H11Cl (ωB97M-V/def2-TZVPD).

Its molecular weight is 130.62 Da. For the highest occupied orbital energy, the calculation gives -9.272 eV. Its LUMO energy is 0.88 eV. The calculation puts the orbital gap at 10.148 eV. The SMILES is C=C(C)[C@H](Cl)/C=C\C. The value obtained for the energy relative to the best compared isomer or geometry (same formula, charge and spin) is 35.3 kcal per mole.

ORCA input file:
```
! wB97M-V def2-TZVPD RIJCOSX def2/J DEFGRID3
* xyz 0 1
C -2.65 -0.33 -0.05
C -1.32 -0.60 0.03
C -0.77 -1.87 -0.63
C -0.43 0.36 0.72
Cl -0.16 1.81 -0.29
C 0.84 -0.42 1.16
C 1.99 -0.65 0.57
C 2.41 -0.24 -0.82
H -3.30 -0.89 -0.75
H -3.15 0.43 0.51
H -1.57 -2.34 -1.15
H 0.05 -1.61 -1.30
H -0.29 -2.38 0.21
H -0.86 0.77 1.69
H 0.65 -0.87 2.09
H 2.79 -1.09 1.16
H 3.26 0.53 -0.77
H 2.98 -1.05 -1.37
H 1.66 0.18 -1.32
*
```


(4)
Entry from OMol25: a structure of composition C28H35AsBCoF5N3O3S2 (ωB97M-V/def2-TZVPD).

Its molecular weight is 765.40 Da. For the highest occupied orbital energy (alpha / beta), the calculation gives -8.260 / -8.260 eV. Its LUMO energy (alpha / beta) is -0.84 / -0.84 eV. The calculation puts the orbital gap (alpha / beta) at 7.416 / 7.415 eV. The value obtained for the energy relative to the best compared isomer or geometry (same formula, charge and spin) is 9.8 kcal per mole.

ORCA input file:
```
! wB97M-V def2-TZVPD RIJCOSX def2/J DEFGRID3
* xyz 0 1
Co -0.56 0.46 -0.07
C 1.71 -4.02 5.66
C 1.87 -2.83 4.75
C 1.82 -1.54 5.25
C 1.91 -0.44 4.40
C 2.05 -0.66 3.04
C 2.13 -1.94 2.53
C 2.05 -3.02 3.39
S 2.16 0.71 1.94
O 2.60 1.84 2.70
O 2.93 0.27 0.80
N 0.68 1.05 1.36
C -0.36 1.39 2.19
C -0.41 1.91 3.49
C -1.66 2.10 4.05
C -2.82 1.78 3.35
C -2.70 1.28 2.07
N -1.50 1.12 1.52
H 1.46 -3.72 6.67
H 2.63 -4.61 5.69
H 0.92 -4.67 5.28
H 1.70 -1.38 6.32
H 1.90 0.57 4.80
H 2.26 -2.09 1.46
H 2.09 -4.02 2.99
H 0.50 2.17 4.01
H -1.73 2.50 5.05
H -3.80 1.90 3.80
H -3.55 0.97 1.47
C -0.73 4.79 -0.56
C -1.38 3.45 -0.67
C -2.87 3.40 -0.79
O -0.70 2.44 -0.67
H -0.85 5.32 -1.51
H 0.32 4.71 -0.31
H -1.26 5.39 0.19
H -3.30 4.38 -0.97
H -3.28 3.00 0.14
H -3.15 2.69 -1.58
C 1.96 -1.96 -2.93
C 2.53 -0.71 -2.26
As 1.21 0.65 -1.82
C 0.67 1.27 -3.60
C -0.53 0.62 -4.28
C 2.31 2.22 -1.39
C 3.39 2.54 -2.42
H 2.76 -2.68 -3.12
H 1.50 -1.72 -3.89
H 1.22 -2.44 -2.30
H 3.24 -0.22 -2.93
H 3.05 -0.95 -1.33
H 1.57 1.14 -4.22
H 0.52 2.34 -3.50
H -0.44 -0.46 -4.33
H -0.63 0.99 -5.30
H -1.44 0.86 -3.74
H 2.76 2.05 -0.42
H 1.60 3.03 -1.30
H 4.12 1.74 -2.51
H 3.93 3.43 -2.11
H 2.98 2.74 -3.41
B -1.21 -3.12 2.57
C -0.85 -2.04 1.49
N -0.59 -1.22 0.72
H -0.49 -4.08 2.40
H -1.01 -2.59 3.65
H -2.38 -3.39 2.40
F -2.76 -3.78 -5.76
C -2.66 -2.95 -4.72
C -3.39 -1.78 -4.69
F -4.19 -1.46 -5.71
C -3.27 -0.93 -3.61
F -3.97 0.21 -3.66
C -2.44 -1.19 -2.52
S -2.42 0.02 -1.24
C -1.76 -2.40 -2.57
F -0.97 -2.78 -1.57
C -1.85 -3.26 -3.65
F -1.15 -4.39 -3.66
*
```


For each record above, in turn, the calculated E values are -63023.0329, -49073.5072, -19957.8987, -174615.2553 eV.
For each record above, in turn, the calculated strongest force on any atom values are 1.3, 3.8, 5.5, 0.7 eV/A.